{
  "formula": "C41H59HgN8OS3",
  "method": "ωB97M-V/def2-TZVPD",
  "largest_force_ev_per_a": 3.46,
  "charge": -2,
  "e_tot_ha": -3458.80756,
  "s_squared": 0.79,
  "spin_multiplicity": 2,
  "species": ["Hg", "C", "C", "C", "N", "C", "C", "C", "C", "C", "C", "C", "N", "C", "C", "C", "N", "C", "C", "C", "C", "C", "C", "C", "N", "C", "C", "H", "H", "H", "H", "H", "H", "H", "H", "H", "H", "H", "H", "H", "H", "H", "H", "H", "H", "H", "H", "H", "H", "H", "H", "H", "H", "C", "C", "N", "C", "C", "C", "S", "N", "C", "O", "C", "C", "C", "C", "C", "C", "H", "H", "H", "H", "H", "H", "H", "H", "H", "H", "H", "H", "H", "H", "H", "C", "C", "N", "C", "S", "N", "C", "C", "H", "H", "H", "H", "H", "H", "H", "H", "H", "H", "H", "H", "C", "S", "C", "H", "H", "H", "H", "H", "H"],
  "coordinates": [[1.102, -0.427, 0.833], [0.325, -3.997, 3.420], [-0.692, -2.974, 3.930], [-0.533, -1.580, 3.340], [-0.537, -1.487, 1.906], [-1.493, -1.938, 1.159], [-2.745, -2.232, 1.779], [-3.723, -3.194, 1.595], [-3.749, -4.057, 0.499], [-2.912, -4.032, -0.676], [-1.858, -3.141, -1.046], [-1.093, -2.208, -0.282], [-0.057, -1.514, -0.755], [0.552, -1.721, -2.023], [1.771, -0.804, -2.324], [3.075, -1.140, -1.480], [2.882, -1.357, -0.030], [3.942, -1.774, 0.694], [5.127, -2.253, 0.112], [6.388, -2.386, 0.615], [6.942, -1.897, 1.796], [6.176, -1.347, 2.832], [4.850, -1.311, 3.015], [3.779, -1.850, 2.194], [2.632, -2.322, 2.606], [2.589, -2.910, 3.925], [1.688, -4.088, 4.123], [0.512, -3.776, 2.374], [-0.056, -5.030, 3.472], [-0.675, -2.889, 5.045], [-1.690, -3.347, 3.558], [0.416, -1.229, 3.757], [-1.230, -0.820, 3.740], [-2.870, -1.601, 2.674], [-4.484, -3.279, 2.374], [-4.511, -4.868, 0.537], [-3.232, -4.792, -1.390], [-1.525, -3.270, -2.065], [-0.048, -1.479, -2.886], [0.856, -2.785, -2.249], [1.438, 0.249, -2.169], [2.017, -1.019, -3.351], [3.915, -0.421, -1.696], [3.429, -2.118, -1.902], [5.087, -2.481, -0.947], [7.046, -2.945, -0.040], [8.033, -1.905, 1.936], [6.696, -0.851, 3.655], [4.500, -0.996, 3.983], [2.302, -2.084, 4.667], [3.609, -3.146, 4.313], [1.543, -4.133, 5.228], [2.233, -5.022, 3.910], [4.671, 3.580, -0.817], [4.031, 4.198, 0.446], [3.416, 3.163, 1.297], [4.206, 2.652, 2.434], [3.943, 3.508, 3.711], [2.173, 2.722, 1.009], [1.358, 1.649, 2.242], [1.645, 3.175, -0.113], [0.510, 2.674, -0.651], [-0.046, 1.631, -0.205], [-0.041, 3.377, -1.878], [0.539, 4.581, -2.291], [-0.049, 5.215, -3.416], [-1.083, 4.629, -4.158], [-1.665, 3.437, -3.643], [-1.093, 2.805, -2.561], [4.909, 4.415, -1.470], [3.960, 2.964, -1.381], [5.578, 3.003, -0.591], [3.268, 4.884, 0.197], [4.730, 4.629, 1.143], [5.234, 2.704, 2.091], [3.935, 1.623, 2.647], [3.907, 4.579, 3.409], [4.809, 3.358, 4.351], [3.002, 3.319, 4.249], [1.485, 4.950, -1.866], [0.231, 6.247, -3.656], [-1.542, 5.084, -5.027], [-2.485, 2.926, -4.150], [-1.634, 1.934, -2.167], [-3.718, -3.471, -4.700], [-4.584, -2.307, -4.314], [-4.022, -1.427, -3.323], [-4.683, -0.227, -2.965], [-4.339, 0.569, -1.495], [-5.526, 0.321, -3.828], [-6.264, 1.534, -3.572], [-5.519, 2.844, -3.717], [-4.374, -4.345, -4.947], [-3.048, -3.779, -3.876], [-3.147, -3.136, -5.576], [-5.544, -2.714, -3.856], [-4.843, -1.778, -5.261], [-3.490, -1.880, -2.613], [-5.681, -0.169, -4.690], [-6.515, 1.450, -2.511], [-7.198, 1.427, -4.091], [-4.656, 2.842, -3.065], [-6.202, 3.602, -3.392], [-5.220, 3.020, -4.737], [-2.095, 2.892, 2.377], [-3.635, 2.772, 3.231], [-4.853, 2.457, 1.903], [-1.693, 3.942, 2.287], [-2.171, 2.485, 1.359], [-1.297, 2.342, 2.938], [-5.094, 1.385, 1.784], [-4.448, 2.769, 0.919], [-5.782, 2.942, 2.259]],
  "lowdin_charge": [1.013, -0.208, -0.191, -0.291, -0.113, -0.270, -0.124, -0.202, -0.195, -0.182, -0.124, -0.253, -0.103, -0.306, -0.181, -0.239, -0.083, -0.232, -0.085, -0.148, -0.156, -0.162, -0.081, -0.257, 0.066, -0.291, -0.222, 0.099, 0.101, 0.113, 0.099, 0.072, 0.106, 0.091, 0.070, 0.063, 0.043, 0.043, 0.083, 0.117, 0.093, 0.083, 0.113, 0.097, 0.077, 0.086, 0.074, 0.092, 0.094, 0.123, 0.107, 0.104, 0.099, -0.071, -0.206, -0.149, -0.238, -0.091, -0.638, 0.595, 0.081, -0.443, -0.124, -0.139, -0.026, -0.107, -0.096, -0.084, -0.036, 0.055, 0.067, 0.070, 0.084, 0.098, 0.107, 0.058, 0.068, 0.054, 0.053, 0.103, 0.087, 0.083, 0.088, 0.099, -0.094, -0.308, 0.012, -0.781, 0.629, -0.028, -0.299, -0.101, 0.083, 0.068, 0.071, 0.130, 0.102, 0.074, 0.106, 0.072, 0.104, 0.025, 0.063, 0.062, -0.496, 0.693, -0.436, 0.043, 0.031, -0.010, 0.024, 0.025, 0.014]
}